Version w
{
  "formula": "C8H8N2O2",
  "method": "ωB97M-V/def2-TZVPD",
  "symbols": ["C", "C", "C", "C", "C", "C", "C", "C", "N", "N", "O", "O", "H", "H", "H", "H", "H", "H", "H", "H"],
  "coordinates": [[-0.92, -1.23, -1.30], [-0.17, -0.16, -1.32], [-1.16, -2.13, -0.38], [-0.45, -1.73, 0.88], [0.03, 0.41, 0.09], [-1.23, 1.26, 0.10], [2.63, 0.37, -0.14], [1.38, 1.25, 0.08], [0.12, -0.68, 1.04], [-2.49, 0.76, 0.20], [-3.37, 1.53, -0.21], [-2.73, -0.31, 0.80], [-1.61, -3.02, -0.50], [-0.45, -2.55, 1.56], [-1.20, 2.27, -0.48], [2.37, -0.44, -0.91], [2.70, -0.25, 0.73], [3.63, 0.90, -0.25], [1.39, 1.84, -0.88], [1.52, 1.91, 0.89]],
  "orbital_gap_ha": [0.2467, 0.2793]
}

---

Version x
{
  "formula": "C8H8N2O2",
  "method": "ωB97M-V/def2-TZVPD",
  "symbols": ["C", "C", "C", "C", "C", "C", "C", "C", "N", "N", "O", "O", "H", "H", "H", "H", "H", "H", "H", "H"],
  "coordinates": [[-3.01, -0.24, 0.78], [-2.97, 1.10, 0.30], [-1.94, -1.09, 0.67], [-1.73, 1.60, -0.14], [-0.77, -0.65, 0.10], [-0.69, 0.65, -0.35], [0.60, -1.21, -0.18], [0.69, 0.88, -0.80], [1.43, -0.10, -0.56], [4.36, -0.13, 0.58], [5.54, -0.06, 0.77], [4.02, -0.40, -0.76], [-3.98, -0.44, 1.16], [-3.74, 1.83, 0.44], [-1.86, -2.03, 1.02], [-1.74, 2.69, -0.40], [0.98, -1.79, 0.56], [0.70, -1.91, -1.03], [1.15, 1.69, -1.28], [2.97, -0.39, -0.89]],
  "orbital_gap_ha": 0.3519,
  "smiles": "C1=NCc2ccccc21.O=NO"
}

---

Least stable: version w